Density functional theory data (ωB97M-V with the def2-TZVPD basis set) for C39H31AsLiN2OS2 as an isolated structure.

Last column: Mulliken charge in e.
Element x y z (Å)
As 11.369 5.121 10.699  0.270
S 21.280 7.267 9.666  -0.132
S 16.133 8.775 20.035  -0.099
O 15.770 5.760 13.646  -0.375
N 19.413 7.301 13.662  -0.489
N 17.968 7.036 15.890  -0.601
C 13.963 4.758 9.518  -0.493
C 17.792 7.380 18.284  0.434
C 21.468 7.684 14.881  0.320
C 16.770 6.317 20.490  -0.580
C 16.054 6.778 21.559  -0.383
C 8.154 7.710 9.988  -0.622
C 22.124 7.554 13.660  -0.270
C 9.082 6.902 10.556  -0.200
C 20.067 7.517 14.834  0.205
C 11.431 5.022 13.397  -0.762
C 20.097 7.221 12.568  -0.762
C 23.827 6.649 9.639  -0.667
C 22.048 8.024 16.126  -1.021
C 22.085 7.153 11.122  0.255
C 12.614 7.493 13.966  -0.566
C 12.981 5.745 9.827  0.105
C 21.503 7.340 12.451  0.969
C 12.186 7.202 12.669  -0.085
C 22.757 6.850 8.787  -0.325
C 15.381 4.795 14.672  -0.673
C 14.431 7.381 8.840  -0.799
C 19.911 7.763 17.240  0.956
C 12.555 6.562 15.005  -0.690
C 14.985 5.039 8.642  -0.846
C 19.138 7.805 18.374  -0.508
C 17.263 6.992 17.013  -0.593
C 19.286 7.465 16.027  0.036
C 15.293 6.372 8.403  -0.354
C 11.803 5.413 14.735  -0.734
C 13.232 7.026 9.445  0.275
C 9.214 7.391 7.871  -0.672
C 23.435 6.875 10.995  -0.534
C 10.159 6.667 8.503  -0.051
C 8.218 7.994 8.613  -0.422
C 10.148 6.403 9.875  0.148
C 21.320 8.013 17.231  -0.977
C 11.687 5.901 12.394  0.494
C 16.929 7.325 19.529  -0.125
C 15.617 8.067 21.475  -0.483
Li 17.400 6.751 13.978  0.963
H 10.957 6.290 7.857  0.305
H 16.086 6.620 7.694  0.424
H 14.583 8.500 8.619  0.295
H 15.896 6.185 22.467  0.363
H 14.719 4.074 14.126  0.294
H 19.493 8.127 19.333  0.537
H 14.951 5.238 15.583  0.220
H 16.264 4.190 14.990  0.368
H 11.790 4.672 15.474  0.401
H 7.432 8.531 8.147  0.404
H 12.512 7.799 9.694  0.395
H 13.023 8.500 14.108  0.373
H 15.102 8.624 22.235  0.436
H 13.829 3.820 9.949  0.507
H 17.260 5.335 20.398  0.418
H 13.041 6.764 15.953  0.679
H 12.321 7.840 11.836  0.396
H 21.752 8.347 18.157  0.411
H 24.105 6.803 11.786  0.397
H 9.102 6.588 11.618  0.299
H 7.388 8.126 10.650  0.342
H 22.618 6.798 7.718  0.451
H 10.962 4.069 13.259  0.470
H 24.807 6.268 9.307  0.347
H 19.506 7.245 11.691  0.507
H 15.002 6.146 13.160  0.181
H 23.022 8.369 16.178  0.498
H 16.301 6.581 17.051  0.729
H 23.249 7.672 13.689  0.292
H 15.584 4.183 8.373  0.391
H 9.214 7.596 6.784  0.338

Forces on the atoms, in the same order (eV/Å):
-0.3008 -0.1023 -1.4309
0.7977 -0.3663 -1.5135
0.2740 -0.2258 -0.5046
0.0280 0.5614 0.3611
-0.5449 -0.0976 1.1355
0.7750 0.7075 1.0415
-1.5516 2.0753 -0.3479
0.3826 0.0928 0.3047
-1.9364 -0.0463 -0.7068
1.7046 0.2825 -2.7266
-1.1828 -0.1926 2.6102
-1.2893 1.2546 -0.5726
3.1208 0.4325 -0.5471
0.9674 -1.0363 2.6329
0.2900 -0.6738 -0.5682
0.5347 1.3096 3.2643
0.6427 0.9419 -0.4848
-0.8728 -0.0211 -0.5965
-0.5028 -0.4385 -0.6262
2.3597 0.1817 2.1417
0.3979 1.1641 -1.0139
1.1726 -1.8515 -0.1161
-1.5834 -0.3352 0.4835
0.0053 -2.0900 1.1802
-0.6688 0.1989 0.9204
-0.0958 -1.1850 -1.1323
0.0739 1.3882 -0.6869
0.4320 -0.2061 -0.9959
-1.3548 -0.3593 -1.1359
0.4316 -0.1207 1.4510
-2.7564 -0.8037 0.4838
2.3568 0.5955 1.1723
-1.2934 -0.6232 -0.3097
-0.1395 0.5869 -1.3401
1.4027 -0.0190 -1.4300
0.0962 1.3048 0.3693
-1.3594 1.6721 -1.2590
-1.2934 -0.1553 -2.1984
2.3305 -1.4476 -0.2587
-0.2868 -0.9353 1.5130
0.4079 -0.2929 -1.6421
-0.8175 0.8328 1.2475
-0.1510 1.1821 -0.0111
0.3566 -0.1812 -0.1393
0.2167 -0.2446 0.1761
0.1882 -0.0016 0.0461
-0.0395 -0.1385 0.3864
0.0334 -0.0028 0.4880
0.0825 -2.0206 0.2273
-0.0886 0.1940 -0.4417
0.1728 0.6217 1.0920
0.3813 0.0014 0.2804
-0.1471 0.0036 -0.6597
-0.3287 0.7943 -0.4940
-0.4965 -0.9796 1.1548
-0.4541 0.6534 -0.3309
0.0043 0.0514 -0.2466
0.0370 -0.4095 0.2226
-0.1864 0.0943 -0.0145
-0.1991 -1.7737 0.2171
-0.4335 0.6134 0.1001
-0.3734 -0.0626 0.0642
0.1055 0.9266 -0.3650
0.1954 -0.0640 0.2862
0.9208 -0.1996 1.3670
-0.7497 0.7041 -0.4081
0.0660 -0.0776 -0.5475
0.4634 -0.1448 -0.0192
-0.0798 -0.3854 -0.2192
-0.6201 0.5225 0.2431
-0.4650 -0.5455 -1.0043
0.4665 -0.7064 0.8145
1.9674 0.2695 -0.0548
-1.4254 -0.4113 -0.5258
-1.3357 -0.1054 -0.1105
0.4523 0.2743 -0.4624
0.3094 -0.4098 0.7204

DFT total energy	-128682.36654	eV
energy above the lowest of the compared OMol25 structures with the same formula, charge and spin	56.2	kcal/mol
net charge	+1
HOMO-LUMO gap	6.97	eV
LUMO energy	-3.29	eV